Record 1
{
  "formula": "C7H12O",
  "method": "ωB97M-V/def2-TZVPD",
  "symbols": ["C", "C", "C", "C", "C", "C", "C", "O", "H", "H", "H", "H", "H", "H", "H", "H", "H", "H", "H", "H"],
  "coordinates": [[1.68, -1.56, 0.10], [0.93, -0.33, -0.32], [1.72, 0.60, -1.21], [-0.40, -0.16, -0.07], [-1.17, -1.09, 0.83], [-1.10, 1.01, -0.55], [-2.01, 1.80, 0.85], [-2.43, 1.26, -0.33], [1.33, -2.01, 1.02], [1.63, -2.33, -0.68], [2.74, -1.34, 0.27], [1.68, 0.28, -2.26], [2.77, 0.59, -0.92], [1.39, 1.63, -1.15], [-0.99, -2.13, 0.54], [-0.87, -0.98, 1.87], [-2.24, -0.91, 0.76], [-0.72, 1.55, -1.41], [-2.43, 1.38, 1.75], [-1.50, 2.75, 0.90]],
  "lowdin_charge": [-0.07, -0.30, -0.07, -0.26, -0.05, -0.12, -0.03, -0.11, 0.07, 0.09, 0.07, 0.09, 0.07, 0.07, 0.08, 0.09, 0.08, 0.13, 0.09, 0.07],
  "mol_weight_da": 112.172,
  "smiles": "CC(C)=C(C)[C@@H]1CO1",
  "multiplicity": 1,
  "e_homo_ev": -7.3579,
  "gap_ev": 8.11
}



Record 2
{
  "formula": "C7H12O",
  "method": "ωB97M-V/def2-TZVPD",
  "symbols": ["C", "C", "C", "C", "C", "C", "C", "O", "H", "H", "H", "H", "H", "H", "H", "H", "H", "H", "H", "H"],
  "coordinates": [[-0.64, 0.09, -1.22], [-1.46, 0.41, -2.20], [-0.58, 0.55, 0.22], [0.80, -0.18, 0.14], [-1.65, -0.20, 1.06], [1.86, 0.84, -0.18], [1.24, -1.24, 1.18], [0.39, -0.80, -1.08], [-1.21, -0.05, -3.12], [-2.37, 1.12, -2.19], [-0.69, 1.71, 0.29], [-1.88, -1.16, 0.70], [-2.65, 0.34, 0.97], [-1.31, -0.30, 2.08], [1.37, 1.77, -0.53], [2.54, 0.51, -1.03], [2.34, 1.15, 0.79], [1.77, -1.91, 0.61], [0.39, -1.79, 1.52], [1.77, -0.88, 1.99]],
  "lowdin_charge": [-0.38, 0.07, -0.20, -0.51, -0.06, -0.02, 0.03, 0.03, 0.04, 0.10, 0.17, 0.06, 0.10, 0.07, 0.08, 0.11, 0.10, 0.07, 0.07, 0.06],
  "mol_weight_da": 112.172,
  "multiplicity": 1,
  "e_homo_ev": -8.7351,
  "gap_ev": 9.68
}



Record 3
{
  "formula": "C7H12O",
  "method": "ωB97M-V/def2-TZVPD",
  "symbols": ["C", "C", "C", "C", "C", "C", "C", "H", "H", "H", "H", "H", "H", "H", "H", "H", "H", "O", "H", "H"],
  "coordinates": [[-0.08, 2.87, 1.52], [0.17, 1.56, 1.15], [-0.78, 0.63, 0.55], [-1.76, -0.06, 1.00], [-0.48, 0.68, -0.89], [-0.66, -0.47, -1.52], [0.35, 1.76, -1.44], [0.75, 3.31, 1.88], [-0.93, 3.45, 1.56], [1.19, 1.26, 1.39], [-1.95, -0.23, 2.00], [-2.58, -0.44, 0.39], [-1.07, -1.37, -1.03], [-0.49, -0.81, -2.55], [1.31, 1.39, -1.02], [0.29, 2.79, -0.95], [0.34, 1.87, -2.58], [2.16, -6.21, 0.53], [1.99, -6.62, -0.26], [2.24, -5.35, 0.28]],
  "lowdin_charge": [0.05, -0.13, -0.32, 0.06, -0.36, 0.04, -0.08, 0.01, 0.04, 0.12, 0.05, 0.08, 0.06, 0.07, 0.09, 0.09, 0.11, 0.02, -0.01, -0.01],
  "mol_weight_da": 112.172,
  "smiles": "C=CC(=C)C(=C)C.O",
  "multiplicity": 1,
  "e_homo_ev": -8.7875,
  "gap_ev": 9.45
}



Record 4
{
  "formula": "C7H12O2",
  "method": "ωB97M-V/def2-TZVPD",
  "symbols": ["C", "C", "C", "C", "C", "C", "C", "O", "O", "H", "H", "H", "H", "H", "H", "H", "H", "H", "H", "H", "H"],
  "coordinates": [[-0.20, 0.19, -1.11], [0.88, 1.01, -1.84], [-1.37, 0.99, -0.80], [-0.10, -0.45, 1.58], [0.62, -0.48, 0.17], [-1.39, 0.19, 1.76], [1.54, -1.47, -0.17], [0.99, 0.39, 1.24], [0.14, -1.53, 2.39], [0.81, -2.07, 1.93], [-0.47, -0.69, -1.69], [1.23, 1.83, -1.21], [0.50, 1.42, -2.77], [1.74, 0.36, -2.05], [-1.67, 0.56, 0.65], [-1.25, 2.04, -0.60], [-2.34, 0.68, -1.17], [-2.16, -0.48, 2.12], [-1.35, 1.13, 2.29], [1.32, -2.18, -0.95], [2.55, -1.44, 0.23]],
  "lowdin_charge": [-0.33, -0.06, -0.02, -0.50, -0.38, 0.03, 0.08, 0.06, 0.07, 0.10, 0.13, 0.09, 0.08, 0.08, 0.05, 0.09, 0.08, 0.10, 0.11, 0.07, 0.08],
  "mol_weight_da": 128.171,
  "multiplicity": 1,
  "e_homo_ev": [-7.5717, -7.9378],
  "gap_ev": [7.09, 7.92]
}



Record 5
{
  "formula": "C7H12O2S2",
  "method": "ωB97M-V/def2-TZVPD",
  "symbols": ["O", "C", "O", "C", "C", "C", "C", "S", "S", "C", "C", "H", "H", "H", "H", "H", "H", "H", "H", "H", "H", "H", "H"],
  "coordinates": [[1.40, 2.06, 0.33], [1.56, 0.69, 0.63], [2.85, 0.44, 1.17], [1.38, -0.16, -0.67], [0.13, 0.24, -1.44], [-0.97, 0.12, -0.49], [-1.98, -0.90, -0.83], [-3.22, -1.35, 0.32], [-1.86, -2.11, -2.18], [-0.89, 0.64, 0.92], [0.45, 0.24, 1.59], [1.78, 2.26, -0.62], [2.82, 0.68, 2.11], [1.23, -1.15, -0.43], [2.27, 0.12, -1.31], [0.08, -0.25, -2.41], [0.29, 1.35, -1.64], [-2.47, -2.39, 0.70], [-3.12, -2.18, -2.40], [-1.00, 1.84, 1.00], [-1.75, 0.17, 1.42], [0.47, 0.51, 2.72], [0.55, -0.86, 1.54]],
  "lowdin_charge": [-0.02, -0.61, 0.02, -0.09, -0.20, -0.28, -0.92, 0.72, 0.72, -0.18, -0.10, 0.16, 0.11, 0.10, 0.15, 0.09, 0.13, -0.11, -0.19, 0.17, 0.04, 0.16, 0.12],
  "mol_weight_da": 192.305,
  "smiles": "OC1(O)CCC(=C(S)S)CC1",
  "multiplicity": 1,
  "e_homo_ev": -8.2501,
  "gap_ev": 8.63
}



Record 6
{
  "formula": "C7H12O3",
  "method": "ωB97M-V/def2-TZVPD",
  "symbols": ["C", "C", "C", "C", "O", "C", "C", "C", "O", "H", "H", "H", "H", "H", "H", "H", "H", "H", "H", "O", "H", "H"],
  "coordinates": [[-3.18, 0.03, -0.57], [-2.24, 0.28, 0.60], [-0.80, 0.41, 0.17], [-0.29, 1.58, -0.29], [-0.18, 2.55, -0.95], [0.15, -0.79, 0.17], [0.81, -1.17, -1.14], [1.02, -0.10, 1.18], [1.73, 0.88, 0.82], [-3.11, 0.84, -1.31], [-2.94, -0.92, -1.08], [-4.22, -0.03, -0.22], [-2.55, 1.18, 1.15], [-2.31, -0.56, 1.32], [-0.37, -1.62, 0.67], [1.37, -0.33, -1.58], [1.53, -1.98, -0.98], [0.05, -1.47, -1.87], [0.90, -0.35, 2.25], [5.00, 0.86, 0.73], [5.49, 0.03, 0.69], [4.17, 0.68, 0.26]],
  "lowdin_charge": [-0.10, -0.21, -0.23, -0.10, 0.20, -0.30, -0.04, -0.17, -0.03, 0.08, 0.08, 0.07, 0.12, 0.11, 0.14, 0.09, 0.09, 0.09, 0.14, -0.07, 0.03, 0.01],
  "mol_weight_da": 144.170,
  "smiles": "CCC(=C=O)[C@@H](C)C=O.O",
  "multiplicity": 1,
  "e_homo_ev": -8.4285,
  "gap_ev": 8.61
}



Record 7
{
  "formula": "C7H12O4S2",
  "method": "ωB97M-V/def2-TZVPD",
  "symbols": ["C", "C", "C", "C", "C", "C", "C", "O", "O", "O", "O", "S", "S", "H", "H", "H", "H", "H", "H", "H", "H", "H", "H", "H", "H"],
  "coordinates": [[-1.93, -0.47, 0.44], [0.70, 1.73, 0.15], [1.70, 1.09, -0.78], [-1.92, 1.02, 0.56], [-2.62, 1.71, 1.44], [0.21, -2.50, -1.13], [-0.50, -2.34, 0.20], [-2.94, -1.11, 0.31], [-0.88, 0.94, -1.86], [3.63, 0.96, 1.06], [-0.69, -0.95, 0.48], [-0.96, 1.88, -0.74], [2.78, -0.08, 0.09], [0.55, 1.12, 1.03], [0.97, 2.74, 0.44], [1.16, 0.47, -1.52], [2.31, 1.81, -1.31], [4.48, 1.16, 0.66], [-3.21, 1.23, 2.21], [-2.61, 2.79, 1.44], [0.27, -3.55, -1.39], [-0.34, -1.98, -1.91], [1.21, -2.09, -1.08], [0.10, -2.74, 1.02], [-1.48, -2.83, 0.19]],
  "lowdin_charge": [-0.51, -0.35, -0.51, -0.35, 0.06, -0.05, -0.19, 0.14, -0.51, -0.46, -0.03, 0.98, 0.87, 0.07, 0.08, 0.05, 0.08, 0.03, 0.08, 0.07, 0.08, 0.09, 0.04, 0.13, 0.12],
  "mol_weight_da": 224.303,
  "multiplicity": 1,
  "e_homo_ev": -8.8603,
  "gap_ev": 9.29
}



Record 8
{
  "formula": "C7H12O6S",
  "method": "ωB97M-V/def2-TZVPD",
  "symbols": ["C", "C", "C", "O", "O", "C", "C", "C", "C", "O", "S", "O", "O", "O", "H", "H", "H", "H", "H", "H", "H", "H", "H", "H", "H", "H"],
  "coordinates": [[-0.67, -2.81, 0.47], [-1.58, -1.65, -0.32], [-2.34, -0.71, 0.79], [-3.44, -1.24, 1.39], [-1.98, 0.66, 1.17], [-0.56, 0.79, 1.54], [-0.01, 2.18, 0.81], [1.08, 1.89, -0.39], [0.57, 1.25, -1.81], [1.47, 0.12, -2.17], [2.64, -0.03, -0.93], [2.26, -1.24, 0.02], [4.13, -0.32, -1.36], [2.36, 1.30, 0.12], [-0.19, -2.38, 1.45], [-1.39, -3.70, 0.73], [0.17, -3.24, -0.22], [-0.84, -1.05, -1.02], [-2.41, -2.24, -0.90], [0.10, -0.15, 1.33], [-0.47, 1.01, 2.71], [-0.95, 2.68, 0.28], [0.38, 2.94, 1.62], [1.42, 2.98, -0.73], [-0.55, 0.91, -1.94], [0.83, 2.06, -2.64]],
  "lowdin_charge": [-0.12, -0.13, -0.25, -0.03, -0.10, -0.15, -0.08, -0.28, -0.12, -0.25, 0.91, -0.36, -0.31, -0.21, 0.08, 0.09, 0.09, 0.10, 0.13, 0.12, 0.15, 0.14, 0.14, 0.16, 0.14, 0.15],
  "mol_weight_da": 224.234,
  "smiles": "CCC(=O)OCC[C@@H]1COS(=O)(=O)O1",
  "multiplicity": 1,
  "e_homo_ev": -10.3078,
  "gap_ev": 9.64
}



Record 9
{
  "formula": "C7H12OS2",
  "method": "ωB97M-V/def2-TZVPD",
  "symbols": ["C", "C", "C", "C", "C", "C", "C", "O", "S", "S", "H", "H", "H", "H", "H", "H", "H", "H", "H", "H", "H", "H"],
  "coordinates": [[-0.04, 0.84, 0.59], [-0.81, 1.78, 1.02], [1.06, -1.71, 0.16], [0.71, -1.68, -1.36], [-0.74, 2.91, 2.05], [-2.14, 1.71, 0.21], [1.26, -2.96, -1.91], [2.35, 0.61, -0.27], [-1.05, -1.48, -1.63], [1.46, 0.04, 0.81], [0.13, -2.12, 0.82], [1.99, -2.17, 0.55], [1.06, -0.75, -1.69], [0.08, 2.75, 2.64], [-0.54, 3.75, 1.55], [-1.67, 3.03, 2.72], [-2.41, 0.74, -0.15], [-2.89, 2.11, 0.95], [-2.01, 2.39, -0.56], [2.36, -2.87, -2.24], [0.88, -3.18, -2.96], [0.96, -3.74, -1.31]],
  "lowdin_charge": [-0.13, -0.32, -0.34, -0.89, -0.01, -0.04, -0.16, -0.51, 0.56, 0.93, 0.13, 0.08, 0.02, 0.05, 0.05, 0.13, 0.03, 0.10, 0.06, 0.12, 0.09, 0.04],
  "mol_weight_da": 176.306,
  "multiplicity": 1,
  "e_homo_ev": [-7.7440, -7.7454],
  "gap_ev": [5.47, 5.47]
}



Record 10
{
  "formula": "C7H12S",
  "method": "ωB97M-V/def2-TZVPD",
  "symbols": ["C", "C", "C", "C", "C", "C", "C", "S", "H", "H", "H", "H", "H", "H", "H", "H", "H", "H", "H", "H"],
  "coordinates": [[0.37, 0.81, 0.15], [-0.16, -0.45, 1.59], [-0.51, 0.03, -0.80], [1.72, 1.14, -0.31], [0.00, -0.77, 3.07], [-0.16, -1.30, -1.46], [-1.36, 1.01, -1.67], [-1.62, -0.67, 0.60], [1.65, 2.03, -0.86], [2.20, 0.27, -0.88], [2.33, 1.37, 0.62], [-0.16, -1.87, 3.26], [-0.62, -0.16, 3.63], [1.02, -0.61, 3.30], [-1.02, -1.70, -1.89], [0.23, -1.86, -0.56], [0.69, -1.15, -2.14], [-1.50, 1.95, -1.16], [-2.36, 0.63, -1.96], [-0.75, 1.29, -2.53]],
  "lowdin_charge": [-0.16, -0.36, -0.74, -0.13, -0.14, -0.13, -0.09, 0.87, 0.06, 0.10, 0.10, 0.10, 0.04, 0.05, 0.05, 0.08, 0.08, 0.07, 0.08, 0.08],
  "mol_weight_da": 128.240,
  "multiplicity": 1,
  "e_homo_ev": [-6.8904, -7.7720],
  "gap_ev": [6.88, 8.14]
}



Record 11
{
  "formula": "C7H12S",
  "method": "ωB97M-V/def2-TZVPD",
  "symbols": ["C", "C", "C", "C", "C", "C", "C", "H", "H", "H", "H", "H", "H", "H", "H", "H", "H", "H", "H", "S"],
  "coordinates": [[0.69, -2.44, -0.75], [0.25, -1.06, -0.27], [-1.18, -0.76, -0.71], [-1.50, 0.59, -0.05], [-0.25, 0.90, 0.67], [-0.16, 2.23, 1.43], [0.20, -0.48, 1.17], [1.78, -2.60, -0.44], [0.11, -3.27, -0.29], [0.68, -2.50, -1.83], [-1.60, -1.59, -0.25], [-1.44, -0.82, -1.83], [-1.80, 1.37, -0.74], [-2.33, 0.50, 0.68], [0.91, 2.50, 1.67], [-0.48, 3.03, 0.80], [-0.69, 2.08, 2.45], [-0.51, -0.95, 1.92], [1.16, -0.51, 1.83], [0.99, 0.55, -0.81]],
  "lowdin_charge": [-0.06, -0.71, -0.24, -0.23, -0.63, -0.06, -0.21, 0.10, 0.09, 0.07, 0.08, 0.15, 0.11, 0.13, 0.08, 0.06, 0.12, 0.12, 0.14, 0.88],
  "mol_weight_da": 128.240,
  "multiplicity": 1,
  "e_homo_ev": -8.1684,
  "gap_ev": 9.02
}



Record 12
{
  "formula": "C7H13BN4V",
  "method": "ωB97M-V/def2-TZVPD",
  "symbols": ["V", "C", "H", "H", "H", "H", "H", "B", "N", "C", "C", "C", "N", "N", "C", "C", "C", "N", "H", "H", "H", "H", "H", "H", "H", "H"],
  "coordinates": [[1.00, -0.97, -0.80], [0.66, -0.61, -2.75], [-0.37, -0.44, -3.08], [1.41, 0.09, -3.13], [0.94, -1.64, -3.01], [2.40, -1.74, 0.44], [1.82, -2.09, 0.77], [-1.18, 1.33, -0.18], [-1.57, -0.13, 0.20], [-2.57, -0.59, 0.94], [-2.55, -1.99, 0.92], [-1.42, -2.35, 0.17], [-0.76, -1.22, -0.23], [0.26, 1.48, 0.38], [0.68, 2.32, 1.31], [2.05, 2.19, 1.50], [2.47, 1.19, 0.61], [1.36, 0.68, -0.04], [-1.88, 2.14, 0.38], [-1.31, 1.58, -1.33], [-3.23, 0.10, 1.44], [-3.27, -2.65, 1.36], [-1.05, -3.32, -0.15], [-0.02, 3.01, 1.74], [2.66, 2.79, 2.15], [3.47, 0.84, 0.37]],
  "lowdin_charge": [0.61, -0.25, -0.01, -0.01, -0.03, 0.05, 0.07, -0.42, -0.03, -0.07, -0.06, -0.11, -0.11, -0.03, -0.08, -0.06, -0.10, -0.12, 0.07, 0.06, 0.13, 0.09, 0.11, 0.12, 0.09, 0.11],
  "mol_weight_da": 214.965,
  "multiplicity": 4,
  "s2": 3.77,
  "e_homo_ev": [-6.6037, -8.1950],
  "gap_ev": [6.89, 8.21]
}



Asked for E_tot across the records above, the calculation gives -349.0290, -349.0811, -349.0161, -424.2155, -1220.7085, -499.5654, -1371.1916, -1123.2896, -1145.2891, -671.8925, -672.0511, -1462.3075 a.u. in order.
Asked for energy above the lowest of the compared OMol25 structures with the same formula, charge and spin across the records above, the calculation gives 3.255, 1.838, 3.608, 4.911, 1.066, 2.207, 0.286, 6.577, 6.230, 6.105, 1.790, 1.127 eV in order.